Molecular formula: C44H40IN2O2P3Pt
Method: DFT, wB97M-V/def2-TZVPD

Geometry as XYZ:
```
93
Properties=species:S:1:pos:R:3:forces:R:3:lowdin_charge:R:1
Pt 0.38801 0.26883 -0.25552 0.01 -0.28 0.19 0.85
N 2.26501 2.30855 0.44334 0.06 -0.05 -0.04 -0.29
P 2.54951 0.72331 -0.06678 0.19 0.10 -0.67 0.78
C 3.30793 0.76282 -1.70178 0.14 0.06 0.09 -0.37
C 4.43920 1.55672 -1.90674 0.03 0.01 0.03 -0.09
C 5.00666 1.64887 -3.16568 -0.01 -0.04 -0.03 -0.05
C 4.45903 0.93329 -4.22605 0.01 0.00 0.03 -0.05
C 3.34860 0.12736 -4.02485 0.00 0.01 0.03 -0.06
C 2.76896 0.04301 -2.76460 -0.07 -0.04 -0.05 -0.10
C 3.74505 -0.00539 1.03568 -0.01 -0.02 0.19 -0.35
C 4.66715 -0.93659 0.55458 -0.04 -0.01 -0.01 -0.07
C 5.60849 -1.47548 1.41648 -0.02 0.00 0.03 -0.05
C 5.63411 -1.08368 2.74869 0.03 -0.03 0.00 -0.05
C 4.71210 -0.16439 3.23208 -0.03 -0.01 0.00 -0.06
C 3.76139 0.37350 2.38027 -0.05 -0.08 0.01 -0.08
P 0.58517 2.39471 0.28893 -0.13 0.15 0.46 0.79
C -0.15734 2.66085 1.90040 0.01 0.07 0.03 -0.36
C 0.37691 3.63035 2.75081 0.01 0.04 0.00 -0.08
C -0.17718 3.83140 4.00326 -0.02 -0.01 0.00 -0.05
C -1.27058 3.07242 4.40705 0.00 0.02 0.00 -0.05
C -1.80908 2.11444 3.56120 0.03 0.02 -0.03 -0.06
C -1.25407 1.90166 2.30574 0.01 0.00 0.06 -0.11
C 0.20037 3.80883 -0.72129 0.08 0.04 -0.16 -0.34
C -0.89259 4.61925 -0.41781 -0.04 0.00 -0.06 -0.06
C -1.14681 5.74174 -1.19250 0.02 -0.05 -0.01 -0.05
C -0.30842 6.05574 -2.25270 -0.01 0.03 -0.02 -0.05
C 0.77806 5.24500 -2.56009 -0.02 -0.02 -0.02 -0.06
C 1.02901 4.11342 -1.80480 -0.01 0.01 0.00 -0.09
H 2.93652 3.05766 0.54442 -0.04 0.04 0.03 0.10
H 4.88887 2.10168 -1.08289 -0.02 -0.01 0.00 0.12
H 5.88074 2.26702 -3.32133 -0.01 0.00 0.00 0.12
H 4.90764 0.99986 -5.20848 -0.01 0.00 0.01 0.12
H 2.93143 -0.43810 -4.84781 0.01 0.00 0.01 0.11
H 1.90334 -0.59351 -2.61684 -0.01 0.03 0.04 0.09
H 4.65940 -1.23158 -0.48750 0.01 0.04 -0.01 0.11
H 6.32931 -2.19192 1.04665 0.00 0.01 0.00 0.12
H 6.38061 -1.49630 3.41453 -0.01 0.00 0.00 0.12
H 4.73648 0.13377 4.27152 0.00 0.00 -0.01 0.12
H 3.03510 1.08335 2.75893 0.02 0.04 -0.02 0.10
H 1.22375 4.23321 2.44099 0.00 -0.01 -0.01 0.11
H 0.23882 4.57945 4.66470 0.00 -0.01 -0.01 0.12
H -1.70144 3.23180 5.38680 0.00 0.00 -0.01 0.12
H -2.65753 1.52276 3.87950 0.00 0.00 0.01 0.11
H -1.66995 1.14443 1.65333 0.04 0.00 0.00 0.04
H -1.53598 4.38553 0.42098 0.02 0.00 0.02 0.11
H -1.98912 6.37853 -0.95833 0.00 -0.01 0.00 0.12
H -0.50001 6.94227 -2.84328 0.00 0.00 0.01 0.12
H 1.42579 5.49695 -3.38955 0.00 0.00 0.01 0.12
H 1.86928 3.47314 -2.05375 0.00 0.01 0.03 0.10
O -1.67785 0.18846 -0.40368 -0.23 -0.09 -0.34 -0.54
P -2.65197 0.09129 -1.59032 0.18 -0.07 0.32 0.85
C -4.28635 0.06424 -0.89380 -0.23 -0.03 0.00 -0.29
C -5.29840 -0.69846 -1.47588 0.00 0.05 -0.01 -0.06
C -6.57743 -0.67519 -0.93912 0.03 -0.02 -0.01 -0.05
C -6.84390 0.10115 0.17856 0.00 0.02 0.02 -0.05
C -5.83630 0.86072 0.76267 -0.03 -0.01 0.03 -0.06
C -4.55876 0.84625 0.23017 0.01 0.00 0.00 -0.07
C -2.51146 1.45918 -2.72567 0.02 0.19 -0.09 -0.28
C -3.62142 2.24745 -3.02504 -0.03 0.00 0.03 -0.05
C -3.51192 3.28840 -3.93722 0.03 -0.01 0.01 -0.05
C -2.29923 3.53814 -4.55998 0.00 -0.01 0.00 -0.05
C -1.18887 2.75161 -4.27135 0.01 0.06 0.00 -0.07
C -1.28973 1.72204 -3.35427 0.02 -0.06 0.04 -0.10
C -2.43340 -1.41711 -2.51879 0.02 -0.15 -0.11 -0.29
C -2.50723 -2.62455 -1.81658 0.00 0.02 0.03 -0.09
C -2.41393 -3.82672 -2.49373 0.01 -0.02 0.00 -0.07
C -2.23744 -3.83516 -3.87489 -0.02 -0.02 0.02 -0.05
C -2.17013 -2.64272 -4.57736 -0.01 0.02 0.02 -0.05
C -2.27791 -1.43208 -3.90322 0.06 -0.02 0.01 -0.05
H -5.08941 -1.31137 -2.34395 -0.01 0.01 0.00 0.11
H -7.36115 -1.26779 -1.39112 0.00 0.00 0.01 0.12
H -7.84079 0.11407 0.59930 0.01 0.01 0.00 0.12
H -6.05159 1.46321 1.63502 0.00 0.01 0.00 0.11
H -3.77288 1.43568 0.68740 -0.01 0.00 -0.02 0.10
H -4.57493 2.05006 -2.55139 0.02 -0.01 0.00 0.11
H -4.37693 3.89692 -4.16433 0.00 -0.01 0.00 0.12
H -2.21812 4.34418 -5.27778 0.01 -0.01 0.00 0.12
H -0.24609 2.94075 -4.76769 0.00 0.01 0.01 0.11
H -0.41700 1.11076 -3.14333 -0.01 -0.01 0.04 0.09
H -2.66927 -2.61799 -0.74393 0.03 0.01 0.02 0.09
H -2.50604 -4.76088 -1.95304 0.01 0.02 -0.01 0.11
H -2.17422 -4.77756 -4.40376 0.00 0.02 0.00 0.12
H -2.05386 -2.65224 -5.65279 0.01 0.01 0.01 0.12
H -2.24736 -0.50461 -4.45982 -0.01 -0.01 0.00 0.11
N 0.33996 -4.01848 0.03750 0.05 -0.01 -0.26 0.22
C 0.37715 -2.73337 0.35907 -0.18 0.11 0.77 -0.63
O 0.44257 -1.85860 -0.51925 -0.04 0.09 -0.54 -0.16
C 0.34220 -2.38119 1.83042 0.42 -0.29 -0.62 -0.57
I -1.65481 -2.13999 2.49350 -0.07 0.00 0.01 0.94
H 0.33932 -4.27669 -0.93821 -0.02 -0.02 0.02 0.13
H 0.30661 -4.74410 0.73344 -0.03 0.04 0.02 0.13
H 0.88484 -1.44867 1.95238 -0.08 0.07 0.19 0.03
H 0.81656 -3.17479 2.40016 -0.10 0.07 0.22 0.06
```
Positions in Å, forces in eV/Å.

total charge = +2
F_max = 0.80 eV/A
gap between HOMO and LUMO = 9.00 eV
HOMO = -13.89 eV
energy relative to the best compared isomer or geometry (same formula, charge and spin) = 0.0 kJ/mol
lowest unoccupied orbital energy = -4.895 eV